(1)
13
Properties=species:S:1:pos:R:3:lowdin_charge:R:1 method="wB97M-V/def2-TZVPD" e_homo_ev=-13.0 total_charge=+1 relative_energy_kj_mol=111.2
Cs -1.02 -1.89 -2.87 1.06
O 1.79 -1.28 0.76 0.06
N 0.57 -0.08 -0.66 -0.06
C -0.41 0.93 -1.02 -0.14
C 0.83 -0.55 0.60 -0.55
C -0.07 -0.18 1.74 0.02
H 1.25 -0.36 -1.34 0.12
H 0.11 0.83 2.12 0.10
H -1.11 -0.27 1.43 0.08
H -0.03 1.91 -0.72 0.10
H -1.36 0.89 -0.47 0.09
H 0.12 -0.92 2.51 0.09
H -0.66 0.98 -2.08 0.04


(2)
67
Properties=species:S:1:pos:R:3:lowdin_charge:R:1 method="wB97M-V/def2-TZVPD" e_homo_ev="-2.1 / -9.9" total_charge=0 spin_multiplicity=7
Mn -15.68 12.71 18.22 0.73
P -18.05 13.38 15.78 0.55
P -13.12 11.84 20.58 0.48
P -13.37 13.87 15.80 0.46
O -11.80 13.70 16.03 -0.18
O -12.23 10.78 19.79 -0.21
O -17.91 14.10 14.33 -0.22
O -15.32 15.00 18.71 -0.25
O -19.28 14.17 16.49 -0.21
O -13.56 15.42 15.53 -0.23
O -13.43 11.07 21.95 -0.18
O -14.21 13.24 16.88 -0.26
O -13.59 13.20 14.39 -0.19
O -12.03 12.89 21.08 -0.20
O -14.22 12.47 19.79 -0.25
O -17.21 13.28 19.80 -0.14
O -18.67 11.91 15.37 -0.20
O -16.83 13.36 16.57 -0.25
C -12.90 13.62 13.26 -0.11
C -17.17 14.62 20.36 -0.16
C -12.42 13.92 21.90 -0.16
C -11.28 14.46 17.06 -0.15
C -14.58 10.30 22.10 -0.12
C -11.20 11.04 18.83 -0.06
C -20.35 13.45 17.19 -0.06
C -17.05 13.56 13.30 -0.10
C -14.86 15.83 15.30 -0.14
C -19.43 11.60 14.33 -0.19
C -16.53 15.56 19.24 -0.24
B -16.36 10.63 17.90 -0.41
H -12.02 14.86 21.54 0.08
H -16.88 9.71 17.69 -0.02
H -16.22 14.19 12.98 0.07
H -10.48 11.73 19.29 0.09
H -12.56 14.64 13.43 0.09
H -16.28 16.53 19.66 0.07
H -12.20 13.69 22.94 0.10
H -15.18 16.47 16.13 0.07
H -18.04 12.93 20.15 0.10
H -15.83 10.97 17.02 -0.04
H -10.48 15.10 16.70 0.10
H -12.03 15.01 17.64 0.07
H -20.33 11.05 14.60 0.10
H -14.78 15.78 18.55 0.01
H -15.67 15.11 15.18 0.06
H -13.47 14.20 21.83 0.08
H -18.89 11.10 13.52 0.10
H -19.82 12.44 13.75 0.09
H -18.12 14.97 20.75 0.11
H -15.70 10.60 18.75 -0.05
H -17.63 13.46 12.38 0.10
H -15.18 10.88 22.80 0.10
H -20.39 12.36 17.09 0.09
H -17.14 15.80 18.37 0.10
H -10.92 13.83 17.88 0.07
H -15.07 9.95 21.19 0.09
H -17.10 11.38 18.16 -0.07
H -11.78 11.33 17.96 0.09
H -14.83 16.36 14.35 0.10
H -10.76 10.12 18.46 0.09
H -20.00 13.62 18.21 0.08
H -21.32 13.86 16.90 0.09
H -16.48 12.70 13.63 0.10
H -16.52 14.46 21.22 0.11
H -14.39 9.32 22.52 0.09
H -13.46 13.45 12.34 0.09
H -12.00 13.02 13.11 0.09


(3)
9
Properties=species:S:1:pos:R:3:lowdin_charge:R:1 method="wB97M-V/def2-TZVPD" e_homo_ev=-2.2 total_charge=-1 relative_energy_kj_mol=498.3
O -0.47 2.08 -0.87 -0.26
O -0.20 0.89 1.30 -0.25
N -0.28 -0.53 1.22 -0.16
N 0.42 1.38 -0.28 -0.25
C 0.14 -0.98 -0.02 -0.22
C 0.61 0.04 -0.77 -0.17
H 0.04 -2.04 -0.12 0.07
H 1.13 -0.11 -1.78 0.11
H -1.38 -0.73 1.33 0.13


(4)
8
Properties=species:S:1:pos:R:3:lowdin_charge:R:1 method="wB97M-V/def2-TZVPD" e_homo_ev="-8.5 / -8.4" total_charge=0 relative_energy_kj_mol=317.4
Br 2.27 -0.43 0.10 0.82
Cl 0.36 2.10 -0.22 0.65
F 0.28 -2.06 -0.46 -0.12
F -1.88 0.82 0.57 -0.06
C -0.85 0.97 -0.35 -0.65
C 0.63 -1.01 0.38 -0.75
H -1.06 0.70 -1.36 0.06
H 0.24 -1.09 1.36 0.05


(5)
18
Properties=species:S:1:pos:R:3:lowdin_charge:R:1 method="wB97M-V/def2-TZVPD" e_homo_ev=-9.2 total_charge=0 smiles=C[C@H]1CN1CCO relative_energy_kj_mol=216.4
O -2.63 1.45 0.35 -0.08
N 0.31 0.18 0.55 -0.09
C 1.44 -0.62 0.98 -0.11
C -2.11 0.19 -0.05 -0.25
C 1.05 -0.56 -0.46 -0.35
C 1.81 0.28 -1.45 -0.06
C -1.03 -0.23 0.95 -0.19
H -1.73 0.23 -1.08 0.12
H -1.91 2.08 0.30 0.09
H 0.60 -1.47 -0.85 0.14
H -2.95 -0.52 -0.02 0.12
H 2.62 -0.28 -1.93 0.07
H 1.24 -1.56 1.50 0.11
H 2.25 1.15 -0.95 0.08
H -1.34 0.39 1.80 0.12
H 1.14 0.65 -2.24 0.07
H 2.31 -0.08 1.34 0.11
H -1.08 -1.29 1.25 0.12


(6)
137
Properties=species:S:1:pos:R:3:lowdin_charge:R:1 method="wB97M-V/def2-TZVPD" e_homo_ev=-9.4 total_charge=0 smiles="C#CCc1c(OC[C@@H](C)C(C)C)c(C(=O)NC(=O)F)c(COCC)c2c1C(=O)N([PH2]=S)C2=O.C[C@@H]1COC(=O)O1.C[C@@H]1COC(=O)O1.C[C@@H]1COC(=O)O1.C[C@@H]1COC(=O)O1.C[C@@H]1COC(=O)O1.C[C@@H]1COC(=O)O1"
S 0.11 1.45 -3.75 0.14
P -0.95 1.06 -2.16 0.36
F -8.09 0.77 -2.89 -0.03
O -7.33 -2.38 6.24 0.07
O 12.33 8.15 -1.00 0.09
O 12.59 2.59 -4.17 0.13
O -2.86 -9.91 0.76 0.07
O -5.52 -1.34 7.09 0.07
O -0.36 -0.45 1.11 0.01
O -4.75 -4.34 -3.42 -0.22
O 10.41 7.84 -2.20 0.11
O -2.44 -7.68 0.48 0.12
O 6.00 4.05 -2.33 0.11
O -6.51 -1.37 1.40 -0.14
O 6.99 9.41 0.75 0.06
O 12.30 4.32 -2.70 0.06
O 6.34 7.26 0.70 0.09
O 7.51 8.04 2.51 0.13
O 12.23 8.84 -3.15 0.07
O -4.37 -8.62 -0.30 0.06
O 10.50 3.27 -3.55 0.09
O -7.42 -3.89 -1.36 0.01
O 4.34 2.49 -2.08 0.09
O -5.23 -3.06 5.62 0.10
O -8.43 -0.11 -0.66 0.03
O -0.90 -2.38 -3.36 0.01
O 6.19 1.96 -3.25 0.07
N -7.92 -1.78 -2.49 0.12
N -0.61 -0.59 -1.49 -0.20
C 4.08 1.28 -2.77 -0.35
C -1.33 -1.64 -2.34 -0.26
C 10.05 4.08 -2.47 -0.33
C 5.46 0.76 -3.03 -0.11
C 5.65 7.93 -0.33 -0.35
C -5.67 1.35 3.85 0.06
C -6.81 -4.97 2.62 -0.33
C -6.32 -2.27 2.55 -0.14
C 7.00 8.22 1.42 -0.51
C -5.96 -2.33 6.26 -0.50
C 13.42 9.37 -2.58 -0.11
C -2.64 -1.01 -0.12 0.03
C -3.16 -8.65 0.32 -0.51
C -5.71 -5.23 3.85 -0.12
C -6.24 -10.14 -0.52 -0.02
C -3.21 -5.42 -1.58 -0.07
C 3.23 0.35 -1.92 -0.04
C -4.27 -2.21 -2.12 0.02
C -6.03 -5.26 1.21 -0.10
C 5.51 7.05 -1.56 -0.02
C 13.65 8.46 -1.42 -0.35
C -5.35 -1.43 0.49 -0.03
C -4.45 -2.89 -3.60 -0.14
C 6.52 9.14 -0.56 -0.11
C 14.44 9.10 -0.29 -0.02
C -7.00 -2.62 -1.61 -0.20
C -1.05 -0.63 -0.02 -0.28
C -3.51 -5.10 -3.18 -0.23
C 8.70 4.69 -2.77 -0.02
C -2.80 -1.66 -1.62 0.01
C -9.12 -0.97 7.01 -0.02
C 5.55 2.93 -2.54 -0.48
C -8.78 -3.28 1.75 -0.08
C -3.51 -0.24 2.44 -0.15
C 11.86 3.33 -3.53 -0.51
C 11.16 5.09 -2.35 -0.13
C -6.66 -0.57 7.44 -0.11
C -7.46 -3.43 2.72 -0.26
C 11.55 8.24 -2.13 -0.51
C -3.87 -0.87 0.97 0.01
C -4.05 -10.68 0.61 -0.11
C -4.69 0.67 3.12 -0.08
C -4.73 -9.98 -0.53 -0.35
C -5.53 -2.06 -1.03 0.08
C -8.14 -0.39 -1.93 -0.21
C -7.77 -1.58 7.32 -0.35
H 14.24 9.35 -3.31 0.15
H 9.99 3.44 -1.58 0.16
H -9.67 -2.78 2.36 0.09
H -3.52 -2.72 -4.31 0.14
H -5.13 -6.04 1.32 0.09
H -6.30 2.04 4.60 0.06
H -3.09 -1.09 3.16 0.15
H -6.57 -0.17 8.45 0.15
H 3.55 1.53 -3.70 0.15
H 7.97 3.91 -3.01 0.06
H 13.99 10.05 0.02 0.09
H 15.47 9.29 -0.59 0.09
H -5.45 -6.39 3.95 0.09
H -4.32 -10.28 -1.50 0.16
H 11.07 5.92 -3.06 0.12
H -2.55 -4.57 -3.64 0.12
H -6.76 -5.70 0.41 0.08
H 4.93 7.55 -2.34 0.09
H -9.07 -0.31 6.14 0.09
H -3.29 -6.59 -1.34 0.06
H -2.58 0.50 2.27 0.12
H -7.45 -1.62 -3.43 0.14
H -3.63 -6.14 -3.71 0.13
H -5.28 -2.83 2.38 0.13
H 3.75 0.08 -1.00 0.09
H -0.75 2.09 -1.13 0.02
H -7.86 -3.35 3.84 0.13
H -6.70 -9.48 -1.26 0.09
H 8.33 5.27 -1.92 0.09
H -8.58 -2.79 0.71 0.06
H -4.01 -4.84 -0.92 0.07
H -2.11 -5.04 -1.32 0.09
H -6.67 -9.87 0.45 0.09
H 5.96 9.99 -0.95 0.14
H -9.15 -4.39 1.52 0.09
H -5.43 -2.45 -4.14 0.13
H -6.22 -1.66 3.54 0.11
H 6.48 6.78 -1.97 0.07
H -9.49 -0.39 7.87 0.09
H 2.98 -0.56 -2.47 0.10
H 7.38 8.94 -1.20 0.14
H 8.75 5.35 -3.65 0.10
H -2.35 1.13 -2.56 0.00
H -6.52 -11.17 -0.75 0.09
H -3.81 -11.72 0.37 0.14
H -6.08 -4.76 4.87 0.06
H 2.30 0.85 -1.62 0.05
H 5.01 6.11 -1.29 0.08
H -7.70 -5.72 2.84 0.14
H 14.44 8.45 0.59 0.09
H -6.75 0.26 6.73 0.13
H -5.57 -4.28 0.73 0.06
H 13.22 10.41 -2.29 0.14
H -9.85 -1.75 6.78 0.09
H 5.50 0.12 -3.92 0.15
H 14.13 7.53 -1.73 0.16
H 4.66 8.21 0.05 0.16
H 5.90 0.23 -2.18 0.14
H -7.84 -2.22 8.21 0.16
H 11.25 5.49 -1.34 0.14
H -4.68 -4.71 3.59 0.09
H -4.60 -10.64 1.55 0.14


(7)
36
Properties=species:S:1:pos:R:3:lowdin_charge:R:1 method="wB97M-V/def2-TZVPD" e_homo_ev=-7.9 total_charge=0 smiles=O.O.O.O.O.O.O.O.O.O.O.O relative_energy_kj_mol=907.0
O 2.21 -1.16 -0.49 -0.09
O -0.10 1.08 -1.99 -0.09
O 4.57 0.83 -0.78 -0.10
O 1.76 -2.90 -0.81 -0.14
O -4.05 -1.18 -1.21 -0.07
O 1.84 -1.97 2.95 -0.02
O -5.98 1.56 1.30 -0.08
O 2.12 2.50 1.00 -0.05
O -1.12 -2.17 0.39 -0.10
O -1.44 -0.83 -1.49 -0.13
O 1.03 3.53 -0.17 -0.07
O -0.85 0.99 0.68 -0.05
H -1.34 -1.26 -2.36 0.09
H 2.53 -2.59 3.24 0.05
H 1.09 -2.45 3.13 -0.01
H -0.96 -2.96 -0.16 0.05
H -3.11 -1.34 -1.13 -0.04
H -4.27 -0.59 -0.46 0.03
H 2.99 -1.34 0.09 0.09
H 0.01 1.10 1.18 0.07
H 2.64 2.02 1.56 0.01
H 2.27 -2.69 -1.60 0.05
H -5.24 1.39 0.71 0.01
H 1.61 -0.82 0.11 0.00
H 1.73 1.91 0.38 0.01
H -1.51 -2.63 1.20 0.09
H 0.48 3.06 -0.73 -0.03
H 0.55 3.68 0.68 0.10
H -0.89 1.80 0.14 0.02
H -6.29 0.71 1.73 0.07
H -2.05 -0.08 -1.73 0.08
H 0.83 -2.49 -1.07 0.09
H 0.08 1.12 -0.98 0.02
H 0.61 1.68 -2.26 0.06
H 3.83 0.74 -0.09 0.03
H 4.43 1.77 -0.94 0.03


(8)
47
Properties=species:S:1:pos:R:3:lowdin_charge:R:1 method="wB97M-V/def2-TZVPD" e_homo_ev="-6.5 / -9.1" total_charge=0 spin_multiplicity=5 relative_energy_kj_mol=0.0
Pd -0.55 0.63 0.36 0.83
Br -6.51 -1.63 -1.79 0.73
Cl -0.96 5.57 1.21 0.63
Cl -1.11 5.21 -1.65 0.63
Cl 1.46 5.04 -0.30 0.62
Si 1.86 -0.10 0.02 0.59
Si 0.05 0.43 3.13 0.66
O -0.50 2.44 -0.97 -0.09
O -0.34 2.73 1.20 -0.13
C -0.65 -1.24 3.64 -0.22
C -4.53 -1.10 0.17 -0.13
C -0.40 3.18 0.03 -0.83
C -0.42 1.78 4.33 -0.21
C -3.32 -0.58 0.62 -0.11
C 2.61 0.03 1.75 -0.30
C -4.03 -0.28 -2.05 -0.13
C 1.92 0.29 2.95 -0.30
C -2.47 0.06 -0.26 -0.21
C 2.66 1.18 -1.08 -0.21
C 2.08 -1.83 -0.66 -0.22
C 4.71 0.00 2.97 -0.08
C -2.82 0.24 -1.59 -0.11
C 4.04 0.27 4.15 -0.08
C 2.66 0.42 4.14 -0.10
C 4.00 -0.11 1.79 -0.11
C -0.29 4.70 -0.17 -1.52
C -4.86 -0.94 -1.17 -0.70
H -1.73 -1.20 3.78 0.02
H 4.59 0.37 5.08 0.10
H 2.23 1.18 -2.08 0.03
H -5.20 -1.61 0.84 0.10
H 4.55 -0.31 0.88 0.10
H 3.15 -2.07 -0.68 0.03
H -0.06 1.56 5.34 0.03
H 3.73 0.98 -1.17 0.03
H 1.58 -2.56 -0.03 0.02
H -3.06 -0.70 1.67 0.08
H -4.31 -0.16 -3.09 0.10
H -2.17 0.78 -2.27 0.10
H 2.53 2.18 -0.66 0.01
H -1.50 1.90 4.38 0.03
H -0.43 -2.01 2.89 0.02
H 2.15 0.63 5.07 0.09
H -0.19 -1.55 4.58 0.03
H 1.69 -1.92 -1.67 0.03
H 5.79 -0.12 2.97 0.10
H 0.01 2.72 4.01 0.03


(9)
10
Properties=species:S:1:pos:R:3:lowdin_charge:R:1 method="wB97M-V/def2-TZVPD" e_homo_ev="-7.2 / -10.7" total_charge=0 spin_multiplicity=3 relative_energy_kj_mol=180.0
P 0.93 1.71 0.14 0.94
O 0.04 -1.25 -0.06 0.02
O 1.37 0.44 -0.81 -0.28
O 2.20 -1.16 0.48 0.18
C 1.26 -0.67 -0.03 -0.70
C -0.57 0.96 0.44 -0.30
C -0.97 -0.31 -0.30 -0.22
H -1.25 1.34 1.21 0.07
H -1.85 -0.75 0.34 0.16
H -1.16 -0.32 -1.42 0.15


(10)
108
Properties=species:S:1:pos:R:3:lowdin_charge:R:1 method="wB97M-V/def2-TZVPD" e_homo_ev=-9.8 total_charge=+1
Yb -0.15 0.39 0.97 1.17
Ge 1.55 -3.33 -2.27 0.99
Cl -1.04 5.95 3.41 0.76
Cl -3.76 0.90 -2.97 0.57
Cl -1.03 0.23 -1.80 0.49
Cl 3.16 8.53 1.67 0.75
Cl -6.79 4.14 -0.92 0.68
S 0.57 -3.05 0.58 0.62
S -1.98 -1.00 2.55 0.52
S -6.03 1.78 0.66 1.01
O -2.95 5.62 1.18 -0.17
O -0.78 -0.25 3.05 -0.41
O -2.13 -0.55 1.16 -0.44
O 0.18 -3.18 -0.92 -0.39
O 1.69 -3.93 0.88 -0.23
O 0.78 -1.62 0.84 -0.43
O -3.13 -0.84 3.37 -0.25
N -0.43 4.43 -0.23 -0.03
N 0.49 2.81 0.98 -0.03
C -4.34 5.42 0.71 -0.10
C -2.41 -4.93 3.34 -0.03
C 0.96 7.30 2.33 -0.14
C 1.52 8.23 1.46 -0.72
C -1.04 7.17 0.90 -0.18
C -4.80 1.82 1.83 -0.41
C 0.47 -2.26 -6.13 -0.07
C 0.70 -6.64 -2.28 -0.05
C -0.95 -2.88 -3.81 -0.14
C -0.56 8.27 0.20 -0.03
C 2.38 0.70 2.72 -0.11
C -1.66 -2.35 -4.91 -0.07
C 1.31 2.07 4.53 -0.05
C 4.39 -7.17 -1.68 -0.03
C -5.82 3.42 0.27 -1.00
C -4.20 3.06 1.92 -0.12
C -1.61 -2.81 2.44 -0.17
C -4.76 3.99 0.98 -0.29
C 2.83 -1.90 -2.06 -0.18
C 3.33 0.48 1.71 -0.10
C 2.58 -5.00 -2.13 -0.20
C 2.99 -7.42 -1.81 -0.13
C -0.57 3.59 0.83 -0.17
C 1.10 -8.97 -1.68 -0.07
C -0.35 6.80 2.09 -0.58
C 1.09 -2.81 -5.03 -0.11
C -2.12 6.30 0.26 -0.30
C -2.24 -3.55 3.44 -0.05
C 1.33 3.15 -0.06 -0.15
C 4.84 -5.89 -1.71 -0.07
C -1.20 -4.91 1.24 -0.05
C 2.45 1.80 3.59 -0.28
C 3.53 2.68 3.43 -0.04
C 0.41 -3.09 -3.84 -0.28
C -1.96 -5.61 2.18 -0.03
C 0.82 4.15 -0.81 -0.02
C 4.40 2.56 2.34 -0.06
C -0.91 -3.55 1.44 -0.22
C 0.24 -7.87 -1.90 -0.09
C 2.08 -6.32 -2.16 -0.17
C 2.46 -8.73 -1.60 -0.03
C -2.92 0.12 -1.64 -0.89
C 4.26 1.49 1.42 -0.10
C -0.93 -2.01 -6.07 -0.06
C 3.97 -4.79 -1.97 -0.08
C 0.72 8.80 0.45 -0.07
C -1.47 5.34 -0.74 -0.05
H -1.45 3.62 1.53 0.12
H 1.57 6.94 3.14 0.10
H 3.12 -9.56 -1.40 0.11
H 1.57 -0.02 2.88 0.07
H 2.15 -2.95 -5.00 0.09
H 3.26 -0.45 1.16 0.09
H 0.72 -9.99 -1.54 0.11
H 5.01 -8.03 -1.59 0.11
H -4.54 0.94 2.37 0.04
H -3.37 3.30 2.58 0.11
H -1.52 -3.12 -2.93 0.09
H -2.30 -6.63 2.02 0.12
H 1.08 -1.92 -6.94 0.10
H 5.11 3.36 2.11 0.11
H 1.69 2.34 5.53 0.08
H -2.25 4.77 -1.24 0.13
H -2.73 -2.19 -4.88 0.10
H -2.95 -5.49 4.11 0.12
H -4.46 5.69 -0.37 0.12
H 3.31 -2.14 -1.08 0.04
H 2.29 -0.97 -1.83 0.02
H 0.65 2.88 4.12 0.08
H -3.24 0.65 -0.72 0.01
H 3.54 3.52 4.11 0.11
H 2.33 2.72 -0.08 0.10
H 1.02 9.74 0.00 0.11
H 4.91 1.40 0.57 0.10
H -3.06 -0.96 -1.61 0.03
H -1.26 8.71 -0.51 0.13
H 0.03 -5.83 -2.61 0.11
H -0.90 -5.46 0.33 0.13
H -2.63 -3.03 4.29 0.12
H 0.67 1.17 4.73 0.08
H 3.59 -1.77 -2.85 0.05
H -0.84 -8.04 -1.91 0.11
H -1.48 -1.56 -6.93 0.12
H 4.35 -3.79 -2.02 0.07
H -0.99 5.95 -1.54 0.15
H -4.94 6.10 1.36 0.15
H 5.91 -5.76 -1.49 0.12
H -2.75 6.98 -0.36 0.15
H 1.21 4.68 -1.72 0.14


(11)
15
Properties=species:S:1:pos:R:3:lowdin_charge:R:1 method="wB97M-V/def2-TZVPD" e_homo_ev="0.1 / -2.8" total_charge=-1 spin_multiplicity=2 relative_energy_kj_mol=177.2
O -2.10 -1.53 1.86 -0.11
N 0.60 -0.71 1.22 -0.19
C 1.43 -1.53 0.74 -0.30
C 0.26 0.57 -0.82 -0.25
C 0.49 0.51 0.42 -0.29
C -0.02 1.80 -1.69 -0.15
H -1.32 -1.03 1.64 -0.04
H -1.05 2.14 -1.71 0.03
H 2.03 -2.09 1.43 -0.02
H 0.29 1.57 -2.70 0.04
H -2.82 -1.35 1.22 0.02
H 0.21 -0.45 -1.36 0.11
H 0.37 2.72 -1.15 0.08
H 1.39 -1.82 -0.33 0.00
H 0.25 1.20 1.22 0.08


(12)
15
Properties=species:S:1:pos:R:3:lowdin_charge:R:1 method="wB97M-V/def2-TZVPD" e_homo_ev=-8.7 total_charge=0 relative_energy_kj_mol=402.1
S -0.57 2.80 0.59 0.67
O -0.22 -0.04 -0.38 -0.09
N 1.01 -0.06 -2.36 -0.02
N -0.12 0.18 0.96 -0.26
N -0.23 -0.04 -2.96 0.00
C -0.17 -1.00 1.77 -0.03
C -0.44 1.43 1.42 -0.69
C 0.93 0.06 -1.09 -0.24
H -0.34 1.38 2.53 0.08
H -0.93 -0.45 -2.28 0.10
H 0.53 -1.77 1.45 0.10
H -1.20 -1.40 1.85 0.10
H -0.18 -0.49 -3.82 0.05
H 1.81 0.10 -0.45 0.13
H 0.13 -0.71 2.78 0.09